# 1
{"formula": "CH2O", "method": "the ωB97M-V functional and the def2-TZVPD basis", "energy_ev": -3115.79321, "mol_weight_g_mol": 30.0, "smiles": "C=O", "lumo_ev": 0.6, "orbital_gap_ev": 11.0, "species": ["C", "O", "H", "H"], "coordinates": [[-1.06178, -0.25019, 0.49470], [0.07039, 0.04837, 0.05803], [-1.65226, 0.48855, 0.98020], [-1.52925, -1.20287, 0.32335]], "atomic_forces_ev_per_a": [[3.8, 1.2, -2.0], [-3.2, -1.1, 1.3], [-0.6, 0.8, 0.8], [0.0, -0.9, -0.1]]}

# 2
{"formula": "C18H17N3O4S2", "method": "the ωB97M-V functional and the def2-TZVPD basis", "energy_ev": -53272.36582, "mol_weight_g_mol": 403.5, "smiles": "COc1ccc(CC(=O)Nc2ccc(S(=O)(=O)Nc3nccs3)cc2)cc1", "lumo_ev": 0.3, "orbital_gap_ev": 8.8, "species": ["C", "O", "C", "C", "C", "C", "C", "C", "O", "N", "C", "C", "C", "C", "S", "O", "O", "N", "C", "N", "C", "C", "S", "C", "C", "C", "C", "H", "H", "H", "H", "H", "H", "H", "H", "H", "H", "H", "H", "H", "H", "H", "H", "H"], "coordinates": [[-3.98195, -3.35832, -1.93327], [-2.68162, -2.92590, -1.61478], [-2.53526, -1.89073, -0.74194], [-3.58051, -1.21119, -0.12550], [-3.30636, -0.16324, 0.73556], [-2.00218, 0.22087, 1.01226], [-1.74811, 1.41398, 1.90040], [-2.19727, 2.62073, 1.09594], [-3.26898, 3.15923, 1.24639], [-1.36876, 3.00487, 0.07590], [-0.07822, 2.53826, -0.21157], [0.94636, 2.69991, 0.72216], [2.21632, 2.23093, 0.44503], [2.45010, 1.59389, -0.75717], [4.08672, 1.00757, -1.12247], [4.05358, 0.04745, -2.17995], [5.00560, 2.09896, -1.21849], [4.52673, 0.23562, 0.34294], [3.84949, -0.88724, 0.70416], [2.59030, -1.05480, 0.50524], [2.16751, -2.25497, 0.98493], [3.11441, -3.02109, 1.57287], [4.64734, -2.22507, 1.52358], [1.45700, 1.44756, -1.70500], [0.19006, 1.93277, -1.43792], [-0.95919, -0.46739, 0.40191], [-1.22242, -1.50624, -0.46641], [-3.85519, -4.17819, -2.63846], [-4.51322, -3.72243, -1.04791], [-4.56656, -2.56254, -2.40615], [-4.60803, -1.48121, -0.31063], [-4.12398, 0.37189, 1.19559], [-2.36468, 1.36351, 2.79855], [-0.69807, 1.46658, 2.17483], [-1.80766, 3.59879, -0.61655], [0.74222, 3.20965, 1.65167], [3.02536, 2.35423, 1.14637], [5.51773, 0.25275, 0.52959], [1.12955, -2.51167, 0.88365], [3.01746, -3.98371, 2.02991], [1.68904, 0.94366, -2.62900], [-0.60235, 1.82483, -2.16253], [0.06734, -0.19857, 0.60278], [-0.41967, -2.03401, -0.95655]], "atomic_forces_ev_per_a": [[-0.2, -0.1, 0.0], [0.3, 0.1, 0.1], [0.1, 0.1, 0.1], [-0.1, -0.2, -0.2], [0.2, 0.0, 0.1], [0.0, -0.1, 0.1], [-0.2, 0.0, 0.0], [0.2, 0.0, 0.2], [-0.3, 0.0, 0.1], [-0.2, 0.4, -0.5], [0.5, -0.2, -0.1], [0.0, 0.0, -0.2], [0.0, 0.1, 0.1], [0.4, -0.1, -0.1], [0.4, -0.1, 0.3], [-0.4, 0.0, 0.1], [0.0, 0.1, 0.2], [0.0, 1.1, -0.9], [0.0, -1.3, 0.8], [-0.1, 0.5, -0.3], [0.2, -0.5, 0.3], [0.1, 0.1, 0.0], [-0.5, 0.4, -0.3], [0.1, 0.0, -0.1], [0.0, 0.2, 0.2], [-0.2, -0.1, 0.0], [-0.1, -0.2, -0.1], [-0.1, 0.1, 0.0], [0.0, 0.0, 0.0], [0.0, 0.0, 0.0], [-0.1, -0.1, 0.0], [-0.1, 0.1, 0.0], [0.1, 0.1, 0.0], [0.0, 0.0, 0.1], [0.0, 0.0, 0.2], [0.0, 0.1, 0.1], [0.0, 0.0, 0.2], [0.1, 0.2, -0.2], [-0.2, -0.1, 0.0], [-0.1, -0.2, 0.1], [-0.1, -0.1, -0.1], [-0.1, -0.1, 0.0], [0.1, 0.1, 0.0], [0.1, -0.1, -0.1]]}

# 3
{"formula": "C38H76O13S", "method": "the ωB97M-V functional and the def2-TZVPD basis", "energy_ev": -78085.08127, "mol_weight_g_mol": 773.1, "smiles": "O=S1(=O)OCCO1.C1CCOC1.C1CCOC1.C1CCOC1.C1CCOC1.C1CCOC1.C1CCOC1.C1CCOC1.C1CCOC1.C1CCOC1", "lumo_ev": 0.2, "orbital_gap_ev": 9.2, "species": ["O", "S", "O", "O", "C", "C", "O", "H", "H", "H", "H", "C", "C", "C", "O", "C", "H", "H", "H", "H", "H", "H", "H", "H", "C", "C", "C", "O", "C", "H", "H", "H", "H", "H", "H", "H", "H", "C", "C", "C", "O", "C", "H", "H", "H", "H", "H", "H", "H", "H", "C", "C", "C", "O", "C", "H", "H", "H", "H", "H", "H", "H", "H", "C", "C", "C", "O", "C", "H", "H", "H", "H", "H", "H", "H", "H", "C", "C", "C", "O", "C", "H", "H", "H", "H", "H", "H", "H", "H", "C", "C", "C", "O", "C", "H", "H", "H", "H", "H", "H", "H", "H", "C", "C", "C", "O", "C", "H", "H", "H", "H", "H", "H", "H", "H", "C", "C", "C", "O", "C", "H", "H", "H", "H", "H", "H", "H", "H"], "coordinates": [[1.62372, -1.68382, -0.32624], [1.57251, -0.30417, 0.06994], [2.69354, 0.50772, -0.32697], [0.19510, 0.41558, -0.37296], [-0.40569, 1.22429, 0.65728], [0.53565, 1.06608, 1.85674], [1.23560, -0.15711, 1.63284], [-0.44451, 2.22982, 0.24438], [-1.34208, 0.72048, 0.90003], [-0.00503, 0.92938, 2.78939], [1.30920, 1.82485, 1.98621], [2.86855, 3.70997, -2.30502], [1.84536, 2.68759, -2.79287], [1.53533, 3.25085, -4.19835], [2.16458, 4.50623, -4.35955], [2.45440, 4.97492, -3.04226], [3.91716, 3.46270, -2.46655], [2.80173, 3.91016, -1.22827], [0.96978, 2.70572, -2.14716], [2.32153, 1.71236, -2.83631], [0.44981, 3.31272, -4.35330], [1.82006, 2.52791, -4.96766], [1.55213, 5.43500, -2.61505], [3.18980, 5.77968, -3.02857], [4.42923, 2.60246, 1.37170], [3.67750, 2.83833, 2.69077], [4.59437, 3.79834, 3.45116], [5.15317, 4.58627, 2.43571], [5.45567, 3.75116, 1.33418], [3.72139, 2.71009, 0.55247], [4.87082, 1.60933, 1.33611], [3.45392, 1.89875, 3.19453], [2.78834, 3.44187, 2.49693], [5.36741, 3.28177, 4.04797], [4.10231, 4.37749, 4.23485], [6.46952, 3.36316, 1.50458], [5.48739, 4.28222, 0.38529], [-4.99732, -2.34765, 0.18463], [-5.62296, -0.98697, 0.43604], [-4.48457, -0.14152, 1.01911], [-3.29666, -0.92772, 0.95227], [-3.69152, -2.32751, 0.97438], [-4.71562, -2.41776, -0.86986], [-5.69989, -3.15140, 0.39268], [-6.44523, -1.11637, 1.14087], [-6.02606, -0.55802, -0.48036], [-4.64313, -0.01298, 2.10100], [-4.38481, 0.86131, 0.61487], [-3.75321, -2.49090, 2.06215], [-2.85021, -2.96779, 0.70710], [-2.52340, 3.59686, 6.24407], [-2.18342, 2.09657, 6.15263], [-1.29414, 2.06299, 4.89236], [-0.57531, 3.28575, 4.92076], [-1.36194, 4.30292, 5.52605], [-2.58555, 3.85057, 7.30353], [-3.51340, 3.79431, 5.83399], [-2.99525, 1.37250, 6.15212], [-1.49673, 1.73689, 6.92562], [-1.97797, 2.07728, 4.03293], [-0.56998, 1.25462, 4.92024], [-1.74351, 4.92128, 4.70944], [-0.77766, 4.84034, 6.27051], [-0.65339, -3.87648, 3.94397], [-0.24673, -2.76730, 2.99502], [-0.25310, -3.46721, 1.65800], [-1.23936, -4.50377, 1.76725], [-1.76117, -4.53039, 3.10374], [-1.04259, -3.54956, 4.90811], [0.13549, -4.62029, 4.06978], [0.68246, -2.31547, 3.34236], [-1.00072, -1.97287, 2.98714], [0.72886, -3.84890, 1.37226], [-0.55657, -2.73358, 0.90580], [-2.00486, -5.55833, 3.36040], [-2.65135, -3.90022, 3.21278], [4.49754, -2.32536, -1.90626], [3.42745, -2.30853, -2.99426], [3.88351, -1.11485, -3.84322], [5.28879, -1.00328, -3.66308], [5.72599, -2.01386, -2.74258], [4.52050, -3.30711, -1.43470], [4.31819, -1.49862, -1.21896], [2.42535, -2.13612, -2.60236], [3.40581, -3.27312, -3.49870], [3.31021, -0.20863, -3.63632], [3.72097, -1.34532, -4.90347], [6.62335, -1.72031, -2.19686], [6.05482, -2.86647, -3.35150], [-3.36240, 2.79997, -1.49361], [-3.32816, 3.25634, -0.03267], [-2.33049, 4.39705, 0.01072], [-1.48238, 4.18707, -1.11167], [-2.23014, 3.55157, -2.18224], [-4.31752, 3.00634, -1.99163], [-3.36542, 1.71442, -1.58470], [-2.93753, 2.33253, 0.40671], [-4.29243, 3.36817, 0.46277], [-1.70039, 4.18989, 0.87905], [-2.80546, 5.37797, 0.04479], [-1.52191, 2.93310, -2.73768], [-2.55249, 4.27863, -2.93225], [0.34318, -4.83496, -1.65851], [0.87907, -6.12078, -0.99598], [2.35457, -6.04833, -1.45022], [2.32093, -5.33193, -2.72066], [0.97594, -4.97156, -3.02445], [0.55762, -3.89711, -1.15262], [-0.74550, -4.93148, -1.74195], [0.33088, -6.93827, -1.45624], [0.76952, -6.06553, 0.08437], [2.86579, -6.97122, -1.72085], [2.96728, -5.42909, -0.79418], [0.54776, -5.78510, -3.62881], [0.95643, -4.11433, -3.70140], [-3.09520, -2.31857, -4.03168], [-2.21607, -2.15139, -2.78290], [-2.31612, -0.64200, -2.44832], [-3.50497, -0.16463, -3.12602], [-3.58203, -0.92149, -4.32677], [-3.92683, -2.97044, -3.76043], [-2.57351, -2.74242, -4.88867], [-1.18255, -2.40692, -3.01187], [-2.65867, -2.73184, -1.97766], [-1.46350, -0.08709, -2.84606], [-2.34251, -0.60429, -1.36024], [-2.97791, -0.42564, -5.09829], [-4.61618, -0.91842, -4.67662]], "atomic_forces_ev_per_a": [[-0.7, 1.1, 0.8], [0.1, 0.5, -0.5], [-1.0, -0.3, 0.6], [0.9, -0.9, -0.8], [0.7, -0.7, 0.1], [0.4, 0.4, 0.5], [0.6, -1.1, -0.6], [-0.4, 0.1, 0.3], [-0.3, 0.5, -0.2], [0.0, 0.1, -0.1], [-0.4, 0.3, -0.2], [-0.1, 1.0, 1.4], [0.9, 0.6, -0.4], [-1.0, -1.1, -0.2], [0.2, 0.1, 0.0], [-0.1, -0.1, 0.0], [-0.1, -0.2, -0.5], [-0.1, -0.2, 0.0], [0.0, -0.2, 0.0], [-0.4, -0.2, 0.1], [-0.1, 0.5, 0.2], [0.6, 0.4, -0.1], [-0.1, -0.3, 0.1], [0.3, -0.2, -0.5], [-0.4, 0.5, -0.1], [0.3, 0.4, 0.1], [0.3, -1.0, 0.7], [-0.2, 1.2, 0.0], [0.7, -1.1, 0.5], [0.2, -0.3, -0.2], [0.1, 0.1, -0.1], [-0.2, 0.2, 0.2], [-0.3, -0.4, 0.0], [0.2, -0.3, -0.5], [-0.3, 0.5, -0.6], [0.0, -0.1, -0.2], [-0.3, 0.4, 0.2], [0.7, -0.4, -0.6], [-0.3, 0.2, 0.0], [-0.3, -0.7, 1.6], [0.6, 0.1, -1.4], [0.1, 1.1, 1.6], [-0.1, -0.1, 0.0], [0.3, -0.2, 0.2], [0.0, 0.3, 0.1], [0.0, 0.0, 0.0], [-0.4, 0.2, -0.1], [0.4, -0.2, -0.5], [-0.9, -0.5, -0.2], [-0.2, 0.2, -0.7], [-0.3, -0.9, 0.9], [1.4, -0.3, -0.4], [-1.1, 0.7, 0.4], [0.6, -0.3, 0.2], [-0.9, -0.6, -0.1], [0.0, 0.3, -0.1], [0.1, 0.1, -0.3], [-0.3, 0.3, -0.3], [-0.3, 0.5, 0.5], [0.4, -0.5, -0.4], [-0.1, -0.2, -0.4], [0.1, 0.5, 0.3], [0.3, 0.2, -0.4], [-1.0, -0.8, -0.2], [0.3, 0.3, 1.0], [-0.1, 0.7, -0.2], [-0.1, 0.0, 0.0], [0.6, 0.4, 0.2], [0.2, 0.0, 0.0], [0.2, 0.2, 0.2], [0.2, 0.0, -0.5], [-0.1, -0.1, 0.1], [-0.1, -0.3, 0.0], [0.0, -0.3, -0.3], [0.0, 0.0, 0.0], [-0.2, -0.2, -0.3], [-0.1, -0.2, -0.5], [-0.4, 0.6, 0.4], [-0.2, -1.3, -1.1], [0.3, 0.6, 0.6], [0.0, -0.3, -0.5], [0.2, 0.2, 0.3], [0.1, -0.2, 0.3], [0.0, -0.1, 0.1], [0.2, 0.2, -0.3], [0.5, 0.2, 0.4], [-0.1, 0.2, 0.0], [-0.2, 0.6, 0.1], [-0.2, -0.3, 0.2], [-1.7, 0.2, -1.1], [-0.1, -1.6, -0.2], [0.3, -1.2, 0.3], [-0.2, 0.1, -0.5], [0.7, 0.0, 0.3], [0.1, 0.5, 0.1], [0.7, 0.0, 0.1], [0.4, 0.6, 0.8], [-0.1, 0.6, -0.3], [0.0, 0.8, 0.2], [0.2, 0.1, -0.1], [0.0, -0.3, 0.3], [-0.3, 0.3, 0.4], [-1.5, -0.8, -0.6], [0.9, 1.2, -0.1], [-0.4, 0.4, -1.2], [0.2, 0.1, -0.1], [0.5, -0.2, -0.2], [0.4, 0.0, 0.0], [0.0, 0.3, 0.1], [0.2, -0.3, 0.3], [-0.1, -0.4, 0.0], [-0.1, -0.3, 0.6], [0.0, -0.2, 0.3], [-0.4, -0.1, 0.3], [0.2, 0.3, 0.4], [-0.1, -0.3, 0.3], [0.0, 0.7, -0.6], [-0.1, -0.8, -0.6], [0.3, -0.5, 0.9], [-0.4, 0.6, -0.5], [-0.1, 0.0, -0.3], [0.0, -0.1, 0.1], [0.0, -0.3, 0.4], [0.5, -0.2, 0.2], [0.2, 0.0, 0.1], [-0.5, 0.9, 0.0], [0.1, -0.1, 0.0], [0.0, 0.2, 0.1]]}